This record from the Open Molecules 2025 dataset describes a molecular structure, C4H8N2O. The level of theory is the ωB97M-V functional and the def2-TZVPD basis.

```
15
Properties=species:S:1:pos:R:3:forces:R:3:nbo_charge:R:1
N 1.977 0.068 -1.225 -0.1 0.0 0.1 -0.7704
C 1.565 -0.522 -0.110 -0.1 0.1 -0.1 0.6242
O 2.088 -1.601 0.364 -0.1 0.0 0.1 -0.6715
C 0.440 -0.162 0.716 0.1 0.3 -0.1 -0.5057
N -0.536 0.695 0.073 0.1 0.0 0.0 -0.4385
C -1.805 0.815 0.763 -0.2 0.1 0.2 -0.2520
C -1.702 0.024 -0.486 -0.2 -0.1 -0.2 -0.2620
H 2.624 -0.382 -1.853 -0.1 0.0 0.1 0.4096
H 1.487 0.904 -1.510 0.1 -0.1 0.1 0.4198
H 1.046 -1.565 0.996 0.2 -0.2 0.0 0.4344
H 0.811 0.297 1.640 0.0 -0.1 -0.1 0.2260
H -1.919 0.254 1.689 0.0 0.1 -0.1 0.1958
H -2.261 1.802 0.758 0.1 -0.2 0.0 0.1979
H -1.739 -1.060 -0.394 0.0 0.2 0.0 0.1974
H -2.075 0.432 -1.423 0.1 -0.1 0.2 0.1949
```
Positions in Å, forces in eV/Å.

Computed properties:
Energy above the lowest of the compared OMol25 structures with the same formula, charge and spin: 427.6 kJ/mol
Energy: -9301.96135 eV
F_max: 0.3 eV/Å
HOMO level: -7.527 eV
Net charge: 0